No. 1
The following is a DFT calculation (ωB97M-V/def2-TZVPD) of a 5-piece molecular cluster, C3H16NO5 overall.

Calculated values
orbital gap	9.1	eV
ΔE to the lowest compared entry with this formula, charge and spin	0.384	eV
energy	-15099.4317	eV
highest occupied orbital energy	-5.3	eV
LUMO level	3.770	eV
charge	-1
2S+1	1

Structure (XYZ):
```
25
Properties=species:S:1:pos:R:3:lowdin_charge:R:1
C 0.1861 -1.7560 -0.4584 -0.27
C -0.4125 -0.9752 -1.6611 -0.17
C -1.6928 -0.2330 -1.2615 -0.28
O -1.8323 0.9425 -2.0559 -0.11
N 1.6319 -1.5681 -0.3385 -0.02
H -0.0158 -2.8203 -0.5373 0.09
H -0.2315 -1.3934 0.4762 0.10
H 0.3300 -0.2723 -2.0360 0.10
H -0.5987 -1.6554 -2.4985 0.09
H -1.7182 0.0033 -0.2002 0.08
H -2.5490 -0.9006 -1.4340 0.11
H 1.8756 -0.6880 0.0919 0.04
H 2.1133 -1.7061 -1.2177 0.06
H 2.3074 -2.0125 1.9049 0.00
H 2.1019 -0.4716 2.2872 -0.02
O 2.7121 -1.2294 2.2850 -0.11
H 0.5032 0.9661 1.5633 0.00
H 1.6508 1.9672 1.1983 0.03
O 1.4913 1.1694 1.7045 -0.13
H -1.2820 2.1884 0.5391 -0.03
H -1.5314 1.5407 2.3587 -0.03
O -1.0730 1.2745 1.5546 -0.35
H -0.5987 2.9086 -0.6823 0.00
H -1.9719 1.6790 -1.4301 0.04
O -1.3956 3.0423 -0.1520 -0.21
```

***

No. 2
The following is a DFT calculation (ωB97M-V/def2-TZVPD) of C4H10N2S as an isolated structure.

Calculated values
orbital gap	8.9	eV
ΔE to the lowest compared entry with this formula, charge and spin	3.411	eV
energy	-18122.1732	eV
highest occupied orbital energy	-7.9	eV
LUMO level	0.951	eV
2S+1	1

Structure (XYZ):
```
17
Properties=species:S:1:pos:R:3:lowdin_charge:R:1
C 0.3140 -0.6897 -1.4193 -0.29
C 0.7967 -1.5662 -0.2387 -0.49
C -0.7104 0.0348 0.9141 -0.50
C 0.0897 0.6144 2.0325 -0.18
N -0.0005 0.6106 -0.8348 -0.12
N -0.8982 1.2192 -1.7075 0.02
S -0.5844 -1.7663 0.9019 0.83
H 1.2915 -0.5896 -2.0156 0.15
H -0.5160 -1.1760 -1.7807 0.07
H 1.1535 -2.5832 -0.4633 0.08
H 1.5705 -1.0801 0.3059 0.06
H -1.8047 0.1934 0.7324 0.08
H -0.4248 1.4700 2.5446 0.08
H 1.0446 0.9761 1.8311 0.04
H 0.2873 -0.0703 2.9091 0.08
H -1.5404 0.6290 -2.0835 0.03
H -1.1801 2.1090 -1.4686 0.06
```